No. 1
DFT (wB97M-V/def2-TZVPD) results for a single H4N2O3S3 molecule at a distorted geometry.

Summary:
Kohn-Sham gap (alpha / beta)	6.68 / 6.81	eV
spin multiplicity	3
M	176.244	g mol⁻¹
E_LUMO (alpha / beta)	0.0 / -3.2	eV
HOMO (alpha / beta)	-0.2465 / -0.3660	Ha
total charge	0
E	-41688.212	eV
⟨S²⟩	2.010

Atoms and positions in Å:
1 N -1.6746 -0.5942 -0.2533
2 N -0.1016 1.5742 -0.2250
3 O -0.2160 -2.0302 1.1393
4 O 2.3324 1.3899 -0.1777
5 O 1.0052 0.1744 1.5000
6 S -0.9001 -1.9003 -0.2659
7 S 1.1821 0.6206 0.1382
8 S 1.0121 -1.0728 -1.1777
9 H -2.0125 -0.3381 -1.1621
10 H 0.2802 -1.1169 1.5176
11 H -0.9821 1.1069 -0.0668
12 H 0.0748 2.1863 -0.9667

Now the natural (NBO) charges, all in e: -0.88, -1.07, -0.92, -0.91, -0.94, 1.09, 2.14, -0.24, 0.38, 0.53, 0.42, 0.41

No. 2
DFT (wB97M-V/def2-TZVPD) results for a single H4N2OS2 molecule at a distorted geometry.

Summary:
Kohn-Sham gap (alpha / beta)	7.91 / 7.90	eV
energy relative to the best compared isomer or geometry (same formula, charge and spin)	4.175	eV
M	112.179	g mol⁻¹
E_LUMO (alpha / beta)	-0.3 / -0.4	eV
HOMO (alpha / beta)	-0.3034 / -0.3033	Ha
total charge	0
E	-26757.542	eV

Atoms and positions in Å:
1 N 0.6997 -0.3115 -0.7263
2 N -1.5571 0.3319 1.0584
3 O 0.5020 -1.5312 -0.3216
4 S 1.8365 0.6307 0.2720
5 S -1.1664 0.6521 -0.4240
6 H 0.8344 -0.0523 -1.6435
7 H -1.3033 1.1001 1.7265
8 H 1.7071 -0.3410 1.0958
9 H -1.5528 -0.4789 -1.0372

Now the natural (NBO) charges, all in e: -0.28, -0.99, -0.58, 0.09, 0.79, 0.35, 0.37, 0.15, 0.10

No. 3
DFT (wB97M-V/def2-TZVPD) results for a single H4N2OS2 molecule at a distorted geometry.

Summary:
Kohn-Sham gap	7.65	eV
energy relative to the best compared isomer or geometry (same formula, charge and spin)	1.281	eV
M	112.179	g mol⁻¹
E_LUMO	0.0	eV
HOMO	-0.2815	Ha
total charge	0
E	-26760.436	eV

Atoms and positions in Å:
1 N 0.7630 -0.7907 -0.4414
2 N -1.3152 0.5541 0.6685
3 O -1.3490 -1.9654 -0.3226
4 S -0.3461 -1.3364 0.5450
5 S -2.6774 0.3451 -0.4229
6 H 0.4656 -0.9426 -1.3928
7 H 1.1133 0.1215 -0.3226
8 H -0.6961 1.2521 0.2745
9 H -1.6743 0.7189 1.5749

Now the natural (NBO) charges, all in e: -1.07, -0.90, -0.84, 1.42, -0.22, 0.42, 0.39, 0.39, 0.40

No. 4
DFT (wB97M-V/def2-TZVPD) results for 2 unconnected molecules or ions with the total composition H4N2OS2 at a distorted geometry.

Summary:
Kohn-Sham gap (alpha / beta)	8.15 / 8.45	eV
energy relative to the best compared isomer or geometry (same formula, charge and spin)	3.897	eV
M	112.179	g mol⁻¹
E_LUMO (alpha / beta)	0.2 / 0.3	eV
HOMO (alpha / beta)	-0.2909 / -0.2994	Ha
total charge	0
E	-26757.820	eV

Atoms and positions in Å:
1 N 0.2224 0.8909 -1.0916
2 N -1.2872 -0.9154 0.3358
3 O -0.0047 -0.3646 -1.0948
4 S 1.3497 1.6491 0.0233
5 S -0.4236 -1.6529 1.5572
6 H -0.4323 1.6296 -1.5100
7 H -1.7418 -1.7265 -0.1120
8 H 2.4820 0.9547 -0.2534
9 H -0.1645 -0.4650 2.1453

Now the natural (NBO) charges, all in e: -0.33, -0.67, -0.29, 0.11, 0.25, 0.37, 0.34, 0.12, 0.10

No. 5
DFT (wB97M-V/def2-TZVPD) results for 2 unconnected molecules or ions with the total composition H4N2S at a distorted geometry.

Summary:
Kohn-Sham gap	8.05	eV
energy relative to the best compared isomer or geometry (same formula, charge and spin)	1.483	eV
M	64.113	g mol⁻¹
E_LUMO	-0.7	eV
HOMO	-0.3231	Ha
total charge	0
E	-13877.116	eV

Atoms and positions in Å:
1 N -1.1024 -0.2681 -0.2547
2 N 1.8755 0.1011 1.3822
3 S 2.0830 0.5868 0.0084
4 H -2.0771 -0.1560 0.0435
5 H -0.5279 -0.3579 0.4513
6 H -0.9840 -0.8737 -1.0233
7 H 0.7329 0.9678 -0.6075

Now the natural (NBO) charges, all in e: -1.08, -0.70, 0.67, 0.37, 0.36, 0.37, 0.01

No. 6
DFT (wB97M-V/def2-TZVPD) results for a molecular structure, H4N2S2 at a distorted geometry.

Summary:
Kohn-Sham gap	8.80	eV
energy relative to the best compared isomer or geometry (same formula, charge and spin)	2.869	eV
M	96.180	g mol⁻¹
E_LUMO	0.1	eV
HOMO	-0.3213	Ha
total charge	0
E	-24711.902	eV

Atoms and positions in Å:
1 N -0.8363 0.1588 -1.0292
2 N 0.7500 -0.1398 -0.1752
3 S 0.9230 -1.6012 0.5551
4 S 0.8390 1.1934 0.9233
5 H -1.5680 0.3259 -0.3267
6 H -1.0141 -0.7460 -1.4852
7 H 0.3943 -1.1848 1.7977
8 H 0.5123 1.9938 -0.2599

Now the natural (NBO) charges, all in e: -0.70, -0.65, 0.27, 0.15, 0.34, 0.35, 0.07, 0.17

No. 7
DFT (wB97M-V/def2-TZVPD) results for 2 unconnected molecules or ions with the total composition H4N3O at a distorted geometry.

Summary:
Kohn-Sham gap	8.72	eV
energy relative to the best compared isomer or geometry (same formula, charge and spin)	1.626	eV
M	62.052	g mol⁻¹
E_LUMO	5.2	eV
HOMO	-0.1294	Ha
total charge	-1
E	-6579.942	eV

Atoms and positions in Å:
1 N -1.1995 -0.5872 0.9615
2 N 0.4619 1.4179 -1.3576
3 N 0.0334 0.2550 -1.2471
4 O 0.8018 -0.6646 -0.7714
5 H -0.2087 -0.9556 0.4344
6 H -0.6921 0.3640 1.2514
7 H -0.8647 -1.2626 1.8494
8 H 1.6679 1.4331 -1.1205

Now the natural (NBO) charges, all in e: -1.12, -0.51, 0.12, -0.69, 0.42, 0.33, 0.28, 0.17

No. 8
DFT (wB97M-V/def2-TZVPD) results for 2 unconnected molecules or ions with the total composition H4N3O at a distorted geometry.

Summary:
Kohn-Sham gap	7.94	eV
energy relative to the best compared isomer or geometry (same formula, charge and spin)	0.357	eV
M	62.052	g mol⁻¹
E_LUMO	4.8	eV
HOMO	-0.1164	Ha
total charge	-1
E	-6581.211	eV

Atoms and positions in Å:
1 N 1.1239 -0.1360 0.2705
2 N -1.7690 0.1461 -0.2606
3 N -2.7773 -0.2924 0.3951
4 O -3.9184 0.1232 0.0148
5 H 1.5535 -0.2799 1.1530
6 H 1.5672 0.6846 0.0319
7 H 0.0481 0.0550 0.2014
8 H -1.9564 0.5975 -1.1620

Now the natural (NBO) charges, all in e: -1.15, -0.67, 0.11, -0.65, 0.33, 0.32, 0.43, 0.27

No. 9
DFT (wB97M-V/def2-TZVPD) results for a single H4N4 molecule at a distorted geometry.

Summary:
Kohn-Sham gap (alpha / beta)	6.60 / 9.07	eV
spin multiplicity	3
energy relative to the best compared isomer or geometry (same formula, charge and spin)	2.051	eV
M	60.060	g mol⁻¹
E_LUMO (alpha / beta)	1.1 / -0.8	eV
HOMO (alpha / beta)	-0.2025 / -0.3621	Ha
total charge	0
E	-6018.256	eV
⟨S²⟩	2.007

Atoms and positions in Å:
1 N -1.8745 0.4633 -0.0266
2 N -0.3168 -1.1924 -0.0741
3 N 0.3753 1.1369 0.0773
4 N -0.7198 0.2423 0.0003
5 H -1.2175 -1.5947 -0.1094
6 H 0.4465 -1.3444 0.5189
7 H -0.0869 1.9606 -0.2285
8 H 1.1179 0.9454 -0.4321

Now the natural (NBO) charges, all in e: -0.18, -0.68, -0.64, 0.02, 0.39, 0.38, 0.37, 0.36

No. 10
DFT (wB97M-V/def2-TZVPD) results for a single H4N4O molecule at a distorted geometry.

Summary:
Kohn-Sham gap	10.14	eV
energy relative to the best compared isomer or geometry (same formula, charge and spin)	0.857	eV
M	76.059	g mol⁻¹
SMILES	NNNN=O
E_LUMO	0.8	eV
HOMO	-0.3437	Ha
total charge	0
E	-8068.024	eV

Atoms and positions in Å:
1 N 1.4080 -0.2136 0.3451
2 N 0.2248 0.3738 0.8137
3 N -0.8653 -0.1056 0.1733
4 N -1.2563 0.5880 -0.9892
5 O -2.0601 0.0821 -1.7012
6 H 1.8240 -1.0561 0.8829
7 H 1.5669 -0.1102 -0.6538
8 H 0.3610 1.4711 0.5695
9 H -1.2030 -1.0295 0.5596

Now the natural (NBO) charges, all in e: -0.73, -0.30, -0.33, 0.22, -0.34, 0.38, 0.36, 0.36, 0.38

No. 11
DFT (wB97M-V/def2-TZVPD) results for a gas-phase ion, H4N5 (charge +1) at a distorted geometry.

Summary:
Kohn-Sham gap	9.09	eV
energy relative to the best compared isomer or geometry (same formula, charge and spin)	4.428	eV
M	74.067	g mol⁻¹
SMILES	[H]/N=N/N=[NH+]\N
E_LUMO	-5.7	eV
HOMO	-0.5437	Ha
total charge	+1
E	-7502.854	eV

Atoms and positions in Å:
1 H 0.3439 -2.8830 1.7342
2 N 0.0426 -1.9397 1.9330
3 N -0.6035 -1.5691 1.0083
4 N -1.1420 -0.6504 0.4629
5 N -0.7400 0.2042 -0.4282
6 N 0.5575 0.7129 -0.4628
7 H -1.5665 0.8388 -0.6241
8 H 1.1928 -0.0171 -0.8654
9 H 0.5360 1.4791 -1.1497

Now the natural (NBO) charges, all in e: 0.38, -0.17, 0.19, 0.12, -0.15, -0.61, 0.45, 0.39, 0.41

No. 12
DFT (wB97M-V/def2-TZVPD) results for a gas-phase ion, H4N5 (charge +1) at a distorted geometry.

Summary:
Kohn-Sham gap (alpha / beta)	8.83 / 8.84	eV
energy relative to the best compared isomer or geometry (same formula, charge and spin)	4.470	eV
M	74.067	g mol⁻¹
SMILES	N#[N+]N(N)N
E_LUMO (alpha / beta)	-5.6 / -5.6	eV
HOMO (alpha / beta)	-0.5319 / -0.5319	Ha
total charge	+1
E	-7502.812	eV

Atoms and positions in Å:
1 N 2.5026 -0.3066 0.0853
2 N 1.3735 -0.2237 0.2101
3 N 0.1277 -0.0112 -0.0942
4 N -0.7165 -1.0569 0.1455
5 N -0.3930 1.1898 -0.1267
6 H -1.5928 -0.7716 -0.3943
7 H -0.3663 -2.0158 -0.0948
8 H 0.2665 1.8945 -0.2896
9 H -1.2017 1.3014 0.5587

Now the natural (NBO) charges, all in e: 0.23, 0.15, 0.15, -0.63, -0.58, 0.42, 0.43, 0.42, 0.42

No. 13
DFT (wB97M-V/def2-TZVPD) results for a gas-phase ion, H4NO2P2 (charge -1) at a distorted geometry.

Summary:
Kohn-Sham gap	8.69	eV
energy relative to the best compared isomer or geometry (same formula, charge and spin)	1.758	eV
M	111.985	g mol⁻¹
SMILES	N[P@](=O)([O-])P
E_LUMO	4.4	eV
HOMO	-0.1569	Ha
total charge	-1
E	-24229.436	eV

Atoms and positions in Å:
1 N 0.5058 1.1446 1.0264
2 P 0.5285 -0.0434 -0.2698
3 O 1.1638 -1.5901 0.2968
4 O 0.9229 0.3823 -1.6586
5 P -1.6288 -0.4900 -0.1621
6 H 0.3698 0.5930 1.9278
7 H 1.4815 1.4456 0.9687
8 H -1.1818 -1.5600 -0.8966
9 H -2.1617 0.1180 -1.2326

Now the natural (NBO) charges, all in e: -1.18, 1.95, -1.17, -1.13, -0.19, 0.39, 0.36, 0.01, -0.04

No. 14
DFT (wB97M-V/def2-TZVPD) results for a gas-phase ion, H4NO2P2 (charge -1) at a distorted geometry.

Summary:
Kohn-Sham gap	8.81	eV
energy relative to the best compared isomer or geometry (same formula, charge and spin)	0.607	eV
M	111.985	g mol⁻¹
SMILES	N[P@](=O)([O-])P
E_LUMO	4.5	eV
HOMO	-0.1595	Ha
total charge	-1
E	-24230.587	eV

Atoms and positions in Å:
1 N -0.4588 1.0953 0.9824
2 P -0.5904 -0.2742 -0.1697
3 O -1.0325 0.1542 -1.6428
4 O -1.3732 -1.3583 0.4890
5 P 1.7040 -0.5944 -0.0965
6 H -0.9715 1.7971 0.4447
7 H -1.0760 0.9712 1.7788
8 H 2.0255 0.1171 -1.2343
9 H 1.7729 -1.9080 -0.5516

Now the natural (NBO) charges, all in e: -1.20, 2.03, -1.16, -1.17, -0.20, 0.36, 0.37, -0.01, -0.03

No. 15
DFT (wB97M-V/def2-TZVPD) results for a single H4NO2PS molecule at a distorted geometry.

Summary:
Kohn-Sham gap	10.74	eV
energy relative to the best compared isomer or geometry (same formula, charge and spin)	3.901	eV
M	113.078	g mol⁻¹
SMILES	NS(=O)(=O)P
E_LUMO	0.4	eV
HOMO	-0.3786	Ha
total charge	0
E	-25772.581	eV

Atoms and positions in Å:
1 N -0.2799 -1.0330 1.0360
2 S -0.5941 0.1730 -0.0660
3 O -1.7069 0.9992 0.3481
4 O -0.6664 -0.4499 -1.3768
5 P 1.2832 1.3208 0.0215
6 H -1.1502 -1.1632 1.5387
7 H -0.2135 -1.7894 0.3910
8 H 1.3458 1.7659 -1.3310
9 H 1.9820 0.1766 -0.5614

Now the natural (NBO) charges, all in e: -1.04, 2.01, -0.93, -0.95, 0.09, 0.40, 0.40, 0.02, 0.01

No. 16
DFT (wB97M-V/def2-TZVPD) results for a gas-phase ion, H4NO3SSi (charge -1) at a distorted geometry.

Summary:
Kohn-Sham gap	7.27	eV
energy relative to the best compared isomer or geometry (same formula, charge and spin)	0.493	eV
M	126.189	g mol⁻¹
E_LUMO	3.6	eV
HOMO	-0.1339	Ha
total charge	-1
E	-26411.190	eV

Atoms and positions in Å:
1 N -0.8537 -1.8602 -1.1603
2 O 0.5521 -0.0511 0.6495
3 O 2.1455 2.1774 1.0907
4 O 1.4119 2.1218 -1.2153
5 Si -0.9796 -0.6969 0.0126
6 S 1.0144 1.9352 0.1877
7 H -1.6032 -2.1754 -1.8254
8 H 1.1672 -0.8500 0.8362
9 H -1.4151 0.6775 0.1554
10 H -1.4394 -1.2783 1.2688

Now the natural (NBO) charges, all in e: -1.57, -1.09, -0.94, -0.92, 1.54, 1.71, 0.37, 0.51, -0.30, -0.31

No. 17
DFT (wB97M-V/def2-TZVPD) results for 2 unconnected molecules or ions with the total composition H4NOP2 at a distorted geometry.

Summary:
Kohn-Sham gap (alpha / beta)	6.79 / 6.66	eV
energy relative to the best compared isomer or geometry (same formula, charge and spin)	4.911	eV
M	95.986	g mol⁻¹
E_LUMO (alpha / beta)	4.7 / 4.6	eV
HOMO (alpha / beta)	-0.0772 / -0.0756	Ha
total charge	-1
E	-22176.339	eV

Atoms and positions in Å:
1 N 0.7718 -0.0712 -0.6622
2 O 1.8872 0.0361 -0.1678
3 P -0.2956 -1.5460 -0.3085
4 P -0.9165 1.4226 0.7584
5 H -1.3761 -0.7016 -0.7976
6 H 0.2249 -1.9680 -1.5998
7 H 0.1721 2.2733 1.1290
8 H -0.4678 0.5549 1.6484

Now the natural (NBO) charges, all in e: -0.18, -0.46, 0.26, -0.44, 0.00, -0.07, -0.04, -0.06